{"formula": "C6H13CuO5", "method": "ωB97M-V/def2-TZVPD", "spin_multiplicity": 3, "s2": 2.0065, "gap_ev": [7.23, 7.44], "e_homo_ev": [-7.02, -9.55], "species": ["O", "C", "C", "O", "C", "C", "O", "Cu", "H", "H", "H", "H", "H", "H", "H", "H", "O", "C", "O", "C", "H", "H", "H", "H", "H"], "xyz": [[1.516537, 1.078671, -1.172178], [0.256242, 0.618156, -1.071384], [0.116127, -0.762829, -0.503380], [1.149880, -1.578151, -1.094821], [1.594068, -2.732715, -0.381944], [2.993879, -3.053365, -0.908643], [3.803538, -1.921658, -0.930115], [2.732281, -0.409290, -1.272482], [-0.414287, 0.865523, -1.906968], [-0.875030, -1.193958, -0.707366], [0.281205, -0.779544, 0.592162], [0.893018, -3.567943, -0.530911], [1.638055, -2.488303, 0.693621], [2.887390, -3.494847, -1.921172], [3.410049, -3.850077, -0.262256], [-1.092499, 1.921096, -0.233525], [-1.378326, 3.796215, 0.944197], [-2.869011, 1.596156, 1.973367], [-3.071079, 2.216897, 0.720869], [-1.939701, 2.790798, 0.158306], [-3.727397, 0.941023, 2.156631], [-1.945858, 0.991291, 1.968957], [-2.808470, 2.335977, 2.788007], [-2.269142, 3.261951, -0.775297], [-0.881481, 3.418922, 1.676337]], "forces_ev_per_angstrom": [[0.27, -0.65, -0.07], [0.61, -0.65, -0.85], [-0.67, 0.49, 0.66], [0.14, -0.17, -0.48], [0.19, -0.54, 0.56], [-0.42, -0.46, -0.25], [-0.51, 1.13, -0.22], [-0.04, -0.27, 0.63], [0.11, 0.14, 0.30], [0.29, 0.05, -0.03], [0.01, 0.03, -0.30], [0.12, 0.24, 0.00], [-0.01, -0.02, -0.27], [0.05, 0.13, 0.25], [0.04, 0.32, -0.17], [-2.08, 2.14, 1.67], [0.13, 0.08, 0.05], [0.10, -0.02, 0.06], [-0.25, -0.29, 0.09], [1.84, -1.62, -1.62], [0.21, 0.16, -0.04], [-0.16, 0.06, 0.01], [0.00, -0.18, -0.21], [-0.03, 0.01, 0.32], [0.06, -0.09, -0.11]], "mulliken_spin": [0.17, 0.75, -0.06, 0.08, 0.02, -0.01, 0.13, 0.80, 0.01, 0.02, 0.04, 0.00, -0.01, 0.00, 0.01, -0.02, 0.00, 0.00, 0.01, 0.05, 0.00, 0.00, 0.00, 0.00, 0.00]}


{"formula": "C21H30AsAuN2O3Si2", "method": "ωB97M-V/def2-TZVPD", "spin_multiplicity": 1, "gap_ev": [6.97, 6.97], "e_homo_ev": [-7.96, -7.96], "species": ["Au", "C", "O", "C", "C", "C", "C", "C", "C", "N", "N", "C", "O", "C", "C", "C", "C", "C", "C", "C", "O", "H", "H", "H", "H", "H", "H", "H", "H", "H", "H", "H", "H", "C", "Si", "C", "C", "As", "Si", "C", "C", "C", "H", "H", "H", "H", "H", "H", "H", "H", "H", "H", "H", "H", "H", "H", "H", "H", "H", "H"], "xyz": [[-0.297617, 0.701888, 0.167992], [-4.346534, 1.240454, -1.016432], [-4.867853, 0.915423, 0.273788], [-4.180069, 0.224281, 1.213061], [-4.908720, -0.058805, 2.363156], [-4.365224, -0.772640, 3.418573], [-3.062763, -1.218589, 3.342368], [-2.292955, -0.933914, 2.211765], [-0.885851, -1.315885, 2.289023], [0.021147, -0.833025, 1.532480], [1.361470, -1.142013, 1.763940], [2.117001, -0.279264, 1.148118], [1.720107, 0.666943, 0.324595], [3.587254, -0.349074, 1.343554], [4.434811, 0.304609, 0.453901], [5.808025, 0.240514, 0.630629], [6.338512, -0.467427, 1.699710], [5.494000, -1.115263, 2.591164], [4.121571, -1.059421, 2.414748], [-2.844898, -0.221648, 1.117462], [-2.141027, -0.027648, -0.007485], [-5.180320, 1.716599, -1.527925], [-4.038177, 0.346830, -1.554738], [-3.509220, 1.930771, -0.951545], [-5.929005, 0.300076, 2.402941], [-4.960382, -0.967874, 4.300020], [-2.615685, -1.765794, 4.162682], [-0.569708, -1.973762, 3.096270], [4.011709, 0.857133, -0.373220], [6.464268, 0.744141, -0.066911], [7.410918, -0.514803, 1.838260], [5.906933, -1.663444, 3.427777], [3.452130, -1.563490, 3.097705], [2.591635, 3.779188, -0.177472], [1.338456, 3.601191, -1.549703], [1.048095, 5.239347, -2.404820], [1.954450, 2.315292, -2.757676], [-0.793518, 2.824162, -0.913094], [-1.472281, 4.090070, 0.978264], [-0.169145, 5.252011, 1.644478], [-2.942038, 5.067842, 0.368205], [-1.995739, 2.925924, 2.343113], [3.549940, 4.093208, -0.603761], [2.736301, 2.820781, 0.319083], [2.299055, 4.513880, 0.570918], [1.970750, 5.575352, -2.885589], [0.733794, 6.013893, -1.702347], [0.277782, 5.151394, -3.172892], [2.889706, 2.639144, -3.222337], [1.226730, 2.120894, -3.547203], [2.140408, 1.373994, -2.235564], [0.237646, 5.913860, 0.878025], [0.659553, 4.694995, 2.083494], [-0.611698, 5.875551, 2.426554], [-2.682412, 5.708204, -0.476826], [-3.328148, 5.702299, 1.170790], [-3.741078, 4.398240, 0.043872], [-1.180902, 2.260623, 2.638108], [-2.842015, 2.304466, 2.045131], [-2.298376, 3.499319, 3.224126]], "forces_ev_per_angstrom": [[0.12, -0.69, 0.35], [-0.05, -0.07, 0.08], [-0.06, 0.08, 0.04], [0.04, -0.21, -0.05], [0.01, -0.01, -0.03], [-0.03, 0.00, 0.06], [0.01, 0.04, -0.06], [0.03, -0.03, 0.08], [-0.18, 0.09, -0.06], [0.52, -0.39, 0.12], [-0.36, 0.35, -0.04], [0.10, -0.06, -0.16], [-0.06, 0.33, 0.08], [-0.05, -0.03, 0.02], [0.00, 0.00, 0.01], [-0.01, -0.01, 0.02], [0.01, 0.01, -0.02], [0.00, -0.01, 0.01], [0.01, -0.04, -0.01], [0.33, -0.19, 0.01], [-0.50, 0.80, -0.03], [0.02, 0.00, -0.02], [0.02, 0.01, -0.02], [0.03, -0.01, -0.03], [0.00, 0.01, -0.01], [-0.01, -0.01, -0.01], [0.00, -0.01, 0.00], [-0.02, -0.03, -0.01], [0.00, 0.00, -0.01], [0.00, 0.00, 0.00], [0.00, 0.00, 0.00], [0.00, -0.01, 0.00], [0.00, 0.01, 0.00], [0.11, 0.08, -0.02], [-0.09, -0.14, 0.21], [0.00, 0.05, -0.05], [0.04, -0.03, -0.06], [-0.11, 0.05, -0.49], [0.18, -0.21, -0.12], [0.03, 0.05, 0.03], [-0.06, 0.06, 0.04], [-0.06, 0.00, 0.07], [0.01, 0.01, 0.03], [0.00, -0.01, 0.02], [0.01, 0.04, -0.03], [-0.01, 0.03, 0.00], [0.01, 0.00, 0.01], [0.01, -0.01, -0.01], [0.00, -0.02, -0.01], [0.01, 0.03, -0.02], [0.01, 0.01, 0.01], [-0.02, 0.00, -0.01], [-0.01, 0.00, 0.03], [0.02, 0.01, 0.00], [0.03, 0.01, 0.01], [-0.04, 0.01, -0.03], [-0.01, 0.00, 0.01], [0.02, 0.02, 0.03], [0.01, 0.03, 0.00], [-0.01, -0.02, 0.01]], "lowdin_charge": [1.00, -0.06, -0.07, -0.24, 0.00, -0.08, -0.05, -0.15, -0.05, -0.13, 0.09, -0.42, -0.24, -0.15, -0.02, -0.07, -0.08, -0.08, -0.03, -0.29, -0.27, 0.09, 0.09, 0.01, 0.12, 0.10, 0.11, 0.14, 0.10, 0.10, 0.10, 0.10, 0.11, -0.21, 0.20, -0.23, -0.24, 0.73, 0.22, -0.23, -0.23, -0.22, 0.04, 0.00, 0.01, 0.03, 0.02, 0.03, 0.03, 0.03, 0.01, 0.02, 0.02, 0.03, 0.03, 0.03, 0.02, 0.02, 0.02, 0.04]}


{"formula": "C36H40O3P2SV", "method": "ωB97M-V/def2-TZVPD", "spin_multiplicity": 4, "s2": 3.7728, "gap_ev": [6.87, 6.29], "e_homo_ev": [-6.51, -6.51], "species": ["V", "C", "C", "C", "C", "C", "C", "C", "C", "C", "H", "H", "H", "H", "H", "H", "H", "H", "H", "H", "H", "H", "H", "H", "H", "P", "P", "C", "C", "C", "C", "C", "C", "C", "C", "C", "C", "C", "C", "C", "C", "C", "C", "C", "C", "C", "C", "C", "C", "C", "C", "C", "C", "H", "H", "H", "H", "H", "H", "H", "H", "H", "H", "H", "H", "H", "H", "H", "H", "H", "H", "H", "H", "H", "H", "C", "S", "O", "O", "O", "H", "H", "H"], "xyz": [[0.037884, 0.216010, 4.455592], [-2.081492, -0.151829, 5.414036], [-2.079671, -0.291724, 4.020936], [-2.445636, 0.747629, 3.001895], [-1.237982, 1.538379, 2.402877], [-0.319741, 2.107032, 3.424275], [-0.608047, 2.351234, 4.757651], [-1.936349, 2.371908, 5.431567], [-2.309712, 1.081151, 6.195133], [1.943332, -0.164519, 3.505054], [-2.289977, -1.087777, 5.939195], [-2.016414, -1.338904, 3.663010], [-3.200894, 1.453054, 3.376092], [-2.921750, 0.203514, 2.170026], [-0.646084, 0.929217, 1.694786], [-1.619182, 2.354958, 1.765032], [0.675430, 2.394836, 3.076156], [0.155142, 2.924746, 5.296508], [-2.741527, 2.641607, 4.737850], [-1.902153, 3.182918, 6.174913], [-1.723119, 1.023935, 7.125787], [-3.364746, 1.132549, 6.510082], [2.654821, -0.891308, 3.943379], [2.437481, 0.824097, 3.438910], [1.591859, -0.497367, 2.504024], [-0.254118, -1.563918, -2.905212], [1.427872, 0.439893, -3.305418], [-1.115753, -0.115574, -3.517997], [-0.212414, 0.821863, -3.939798], [-0.670368, -2.796802, -4.192378], [-1.790532, -2.671062, -5.024745], [-2.129770, -3.713814, -5.889676], [-1.304520, -4.840410, -5.986551], [-0.112830, -4.902142, -5.249552], [0.207342, -3.883325, -4.355399], [-1.169983, -1.985686, -1.381974], [-0.921618, -1.137702, -0.288683], [-1.572100, -1.398118, 0.911430], [-2.549679, -2.386047, 1.025180], [-2.800135, -3.219811, -0.068446], [-2.098474, -3.034767, -1.267524], [2.431553, 0.921378, -4.801261], [2.316502, 0.109901, -5.944696], [2.826092, 0.546821, -7.167770], [3.499753, 1.772738, -7.249319], [3.709397, 2.527894, -6.091542], [3.195285, 2.095803, -4.863895], [1.704814, 1.853094, -2.177363], [2.942036, 1.921292, -1.509122], [3.295856, 3.104769, -0.863190], [2.406127, 4.185229, -0.828205], [1.120048, 4.051462, -1.363662], [0.751585, 2.869871, -2.007208], [-2.207468, -0.026965, -3.459155], [-0.393117, 1.700430, -4.561339], [-2.398731, -1.769633, -4.980842], [-3.043357, -3.647552, -6.479517], [-1.581979, -5.666914, -6.643038], [0.569694, -5.747102, -5.372111], [1.132541, -3.910550, -3.775607], [-0.226634, -0.294226, -0.381053], [-1.298279, -0.845732, 1.797114], [-3.100429, -2.485494, 1.963639], [-3.545213, -4.009605, 0.025869], [-2.288060, -3.689063, -2.120147], [1.817782, -0.857064, -5.866217], [2.707991, -0.068270, -8.058965], [3.866751, 2.132742, -8.211821], [4.265874, 3.461891, -6.137413], [3.371355, 2.685977, -3.966409], [3.622336, 1.065469, -1.517764], [4.275394, 3.185515, -0.389607], [2.709881, 5.130497, -0.373297], [0.409956, 4.876307, -1.296421], [-0.256042, 2.754601, -2.412587], [0.010813, -1.192412, 8.055361], [1.095043, -1.019279, 6.619278], [2.441361, -1.367930, 7.007824], [0.482588, -1.817269, 5.509753], [0.919924, 0.454598, 6.272739], [0.276389, -2.118205, 8.591683], [-1.059711, -1.243777, 7.768834], [0.239929, -0.299164, 8.670467]], "forces_ev_per_angstrom": [[2.33, -2.36, 0.77], [-1.22, -0.89, -1.72], [-0.19, -0.45, 1.64], [-0.20, 0.51, -1.04], [-0.68, 0.05, -0.55], [0.25, 0.95, 1.10], [0.74, 1.05, -1.52], [-1.00, 0.22, 0.79], [-0.03, 0.77, 0.26], [-0.66, 0.77, 0.03], [0.79, 0.16, 0.04], [-0.13, 0.64, 0.26], [0.33, -0.37, -0.10], [0.03, 0.39, 0.29], [-0.23, 0.10, 0.36], [-0.02, -0.15, 0.18], [-0.29, -0.01, 0.04], [0.02, -0.64, -0.12], [0.29, -0.04, 0.21], [-0.06, -0.18, -0.23], [-0.11, 0.05, -0.27], [0.15, 0.02, -0.04], [-0.61, 0.29, -0.24], [0.04, -0.45, -0.35], [0.53, 0.09, 0.08], [-0.33, -2.02, 0.67], [2.53, 0.91, -0.62], [0.67, 1.47, -0.03], [-1.21, -1.18, 0.28], [-0.33, 0.02, -0.04], [0.12, -0.60, 0.02], [0.22, 0.00, 0.03], [0.15, 0.16, 0.19], [-0.17, -0.02, -0.15], [-0.40, 0.18, 0.01], [-0.84, 0.02, -0.41], [-0.21, -0.58, -0.02], [0.06, -0.12, 0.01], [0.27, -0.09, -0.39], [0.07, 0.15, 0.04], [0.04, 0.21, 0.50], [-0.06, 0.53, 0.15], [0.06, 0.37, 0.13], [0.20, 0.17, 0.19], [-0.10, -0.09, 0.19], [-0.05, -0.34, 0.05], [-0.11, -0.12, -0.56], [-0.26, 0.17, -0.04], [-0.38, 0.37, -0.15], [-0.09, 0.03, 0.08], [-0.08, -0.11, -0.07], [0.15, -0.10, 0.19], [0.54, 0.18, -0.01], [0.34, 0.11, -0.61], [-0.31, -0.04, 0.38], [-0.01, -0.30, 0.04], [0.24, -0.04, 0.06], [0.11, 0.28, 0.14], [-0.28, 0.25, 0.03], [-0.30, -0.07, -0.10], [-0.11, -0.41, 0.08], [0.00, -0.13, -0.34], [0.20, -0.18, -0.29], [0.17, 0.16, -0.13], [0.06, 0.18, 0.22], [-0.05, 0.23, -0.10], [0.01, 0.13, 0.20], [-0.07, -0.13, 0.28], [-0.08, -0.17, -0.04], [-0.16, -0.04, -0.23], [-0.17, 0.31, -0.16], [-0.28, 0.01, -0.10], [-0.10, -0.33, -0.08], [0.18, -0.20, 0.03], [0.38, 0.13, 0.02], [0.23, -0.08, 0.17], [-0.05, -0.26, 0.08], [-1.10, 0.21, -0.19], [0.29, 1.21, 0.71], [-0.19, -0.98, 0.21], [-0.01, 0.43, -0.24], [0.82, 0.23, 0.02], [-0.28, -0.62, -0.21]], "mulliken_spin": [2.59, 0.18, -0.01, 0.06, -0.08, 0.22, -0.05, 0.05, -0.01, -0.04, 0.02, 0.05, 0.00, 0.00, 0.00, 0.03, 0.02, 0.00, 0.00, 0.00, -0.01, 0.01, 0.00, 0.01, -0.02, 0.00, 0.00, 0.00, 0.00, 0.00, 0.00, 0.00, 0.00, 0.00, 0.00, 0.00, 0.00, -0.01, 0.01, 0.00, 0.00, 0.00, 0.00, 0.00, 0.00, 0.00, 0.00, 0.00, 0.00, 0.00, 0.00, 0.00, 0.00, 0.00, 0.00, 0.00, 0.00, 0.00, 0.00, 0.00, 0.00, -0.02, 0.00, 0.00, 0.00, 0.00, 0.00, 0.00, 0.00, 0.00, 0.00, 0.00, 0.00, 0.00, 0.00, 0.01, 0.02, 0.00, 0.00, 0.00, 0.00, 0.00, 0.00]}


Calculated energy (eV), listed in the same order as above: -61304.814; -111673.118; -99219.248
Calculated relative energy (zero: lowest compared OMol25 entry of this formula, charge and spin) (kcal/mol), listed in the same order as above: 6.4; 0.0; 30.1